Density functional theory data (wB97M-V/def2-TZVPD) for C42H88BBrGaN3O6 as an isolated structure.

```
142
Properties=species:S:1:pos:R:3:forces:R:3:mulliken_charge:R:1
C 4.5328 -2.0946 7.7045 0.0 0.0 0.0 -1.15
C 5.0278 -0.7937 7.0427 0.0 -0.1 0.0 -0.44
C 4.9589 -0.7676 5.5003 0.0 0.2 0.1 -1.01
C 3.8630 0.1449 4.9555 -0.1 -0.1 -0.1 0.65
C 2.4403 -0.3931 5.1955 0.1 0.0 0.0 -0.72
C 1.4933 -0.2748 3.9980 -0.2 0.0 0.1 0.76
C 0.9414 1.1327 3.7455 0.1 0.1 0.1 -0.82
C 1.8805 2.0732 2.9811 0.1 -0.1 0.0 -0.76
Ga 2.2701 1.5632 1.0308 -0.2 0.3 0.2 -0.11
C 2.2639 3.2632 -0.0960 0.2 -0.1 0.0 -0.98
C 3.2328 3.3495 -1.2898 -0.2 0.2 -0.1 0.46
C 4.5024 4.0921 -0.9354 0.0 0.0 0.0 -0.73
O 5.5455 3.7321 -1.8387 0.0 0.0 0.0 -0.08
C 6.7103 4.4815 -1.6238 0.0 0.0 0.0 -0.87
B 0.6630 0.3088 0.3379 -0.1 0.0 0.1 0.08
O -0.1916 0.7063 -0.6862 0.5 0.4 0.0 -0.44
O 0.3130 -0.9385 0.8895 0.2 -0.2 -0.8 -0.97
C 4.0997 0.5780 1.0223 -0.4 -0.1 -0.3 -0.25
Br 5.5290 1.6924 1.8324 0.1 0.0 0.1 -0.26
C 4.6400 0.0585 -0.3005 0.5 -0.2 0.1 -0.59
C 3.7033 -0.9381 -0.9858 0.1 0.2 -0.1 -1.03
H 3.6324 -1.9364 8.2999 0.0 0.0 0.0 0.25
H 5.2845 -2.5278 8.3665 0.0 0.0 0.0 0.33
H 4.2913 -2.8496 6.9544 0.0 0.0 0.0 0.32
H 6.0572 -0.6077 7.3551 0.0 0.0 0.0 0.43
H 4.4412 0.0448 7.4257 0.1 0.0 0.0 0.35
H 5.9163 -0.4311 5.0960 0.0 0.0 0.0 0.31
H 4.7875 -1.7833 5.1283 0.1 0.0 -0.1 0.46
H 4.0191 0.2901 3.8862 0.0 0.0 0.0 -0.86
H 3.9742 1.1378 5.4010 0.0 0.0 -0.1 0.40
H 2.5130 -1.4494 5.4803 0.0 0.0 0.0 0.32
H 1.9787 0.1199 6.0465 0.0 -0.1 0.0 0.29
H 2.0025 -0.6420 3.0992 0.0 0.0 0.0 -0.26
H 0.6489 -0.9519 4.1747 0.0 0.0 0.0 -0.30
H 0.6879 1.5454 4.7359 -0.1 0.0 0.0 0.50
H -0.0087 1.0526 3.2072 0.0 -0.1 -0.1 0.16
H 2.8222 2.1901 3.5280 0.0 0.0 0.0 0.33
H 1.4327 3.0742 2.9498 0.0 0.0 0.0 0.53
H 2.4328 4.1134 0.5786 0.0 0.1 -0.1 0.41
H 1.2405 3.3676 -0.4670 0.0 0.0 0.1 0.45
H 3.5094 2.3653 -1.6769 0.0 0.0 0.1 -0.58
H 2.7580 3.8746 -2.1276 0.1 -0.1 -0.1 0.44
H 4.8079 3.8605 0.0916 0.1 -0.1 0.0 0.27
H 4.3327 5.1785 -0.9913 0.0 0.0 0.0 0.34
H 6.6418 5.4759 -2.0874 0.0 0.0 0.0 0.31
H 7.5494 3.9431 -2.0663 0.0 0.0 0.0 0.23
H 6.9096 4.6147 -0.5535 0.0 0.0 0.0 0.30
H -0.3430 -0.0101 -1.3071 -0.5 -0.3 0.1 0.12
H 1.1163 -1.3678 1.1893 0.0 0.1 0.5 0.21
H 4.0317 -0.2649 1.7176 0.1 0.0 0.0 0.69
H 4.8795 0.8899 -0.9670 -0.1 0.0 0.0 0.16
H 5.5972 -0.4573 -0.1367 0.0 0.1 0.1 0.55
H 3.2453 -1.6155 -0.2604 0.0 0.0 0.0 0.30
H 2.9121 -0.4396 -1.5498 -0.1 0.0 0.1 0.18
H 4.2801 -1.5452 -1.6895 -0.1 0.0 0.0 0.38
C -1.8417 -3.3997 1.9643 0.0 -0.1 -0.1 -1.50
C -3.1141 -2.6622 2.4188 0.3 0.0 -0.3 2.76
C -3.0727 -2.3613 3.9233 0.0 0.1 0.1 -1.01
C -3.2748 -3.5901 4.8054 0.0 0.0 0.0 -0.47
C -4.5490 -4.3385 4.4232 0.0 0.0 0.1 -1.29
C -4.6031 -4.7095 2.9358 0.1 -0.2 -0.2 1.60
N -4.3642 -3.4586 2.1393 -0.1 0.3 0.8 0.37
O -5.4130 -2.7284 2.0483 0.0 -0.1 -0.3 -0.54
C -3.5889 -5.8083 2.6128 0.0 0.0 0.0 -1.69
C -5.9844 -5.2461 2.5745 0.0 0.0 0.1 -1.96
C -3.1881 -1.3575 1.6348 -0.1 0.1 0.1 -2.29
H -2.0568 -4.1439 1.1980 0.0 0.0 0.0 0.29
H -1.1568 -2.6748 1.5282 0.0 0.0 0.1 0.11
H -1.3191 -3.8942 2.7846 0.0 0.0 0.0 0.33
H -3.8524 -1.6267 4.1476 0.0 0.0 0.0 0.44
H -2.1135 -1.8839 4.1389 0.0 0.0 0.0 -0.02
H -2.4078 -4.2542 4.7461 0.0 0.0 0.0 0.28
H -3.3430 -3.2738 5.8487 0.0 0.0 0.0 0.40
H -4.6530 -5.2562 5.0100 0.0 0.0 0.0 0.42
H -5.4158 -3.7104 4.6503 0.0 0.0 -0.1 0.38
H -3.5598 -6.0015 1.5395 0.0 0.0 0.0 0.36
H -3.9076 -6.7232 3.1156 0.0 0.0 0.0 0.44
H -2.5812 -5.5840 2.9473 0.0 0.0 0.0 0.32
H -6.7687 -4.5443 2.8440 0.0 0.0 0.0 0.38
H -6.1461 -6.1830 3.1115 0.0 0.0 0.0 0.42
H -6.0517 -5.4421 1.5034 0.0 0.0 0.0 0.45
H -3.2550 -1.5486 0.5623 0.0 0.0 0.0 0.41
H -2.2675 -0.8005 1.8130 0.0 0.0 0.0 0.21
H -4.0344 -0.7416 1.9235 0.0 0.0 0.0 0.45
C 5.3635 0.9800 -6.6093 0.0 0.0 0.0 -1.99
C 4.5535 0.4319 -5.4191 0.2 0.2 -0.1 2.64
C 4.7518 -1.0825 -5.2567 0.0 -0.1 0.1 -0.97
C 4.0460 -1.9194 -6.3202 0.0 0.0 0.0 -0.57
C 2.5669 -1.5546 -6.4137 0.0 -0.1 0.0 -1.27
C 2.3350 -0.0567 -6.6469 0.0 0.2 -0.2 1.63
N 3.0831 0.6970 -5.5846 0.0 -0.6 0.2 0.35
O 2.4479 0.7505 -4.4755 0.0 0.2 0.0 -0.48
C 2.7651 0.3449 -8.0595 0.0 0.0 0.0 -1.69
C 0.8540 0.2794 -6.5098 0.0 -0.1 0.0 -1.94
C 5.0286 1.1443 -4.1586 0.0 0.0 0.1 -2.31
H 4.8217 1.7682 -7.1292 0.0 0.0 0.0 0.33
H 6.2905 1.4159 -6.2382 0.0 -0.1 0.0 0.50
H 5.6309 0.2097 -7.3334 0.0 0.0 0.0 0.33
H 4.3736 -1.3688 -4.2706 0.0 0.0 0.0 -0.01
H 5.8266 -1.2846 -5.2570 0.0 0.0 0.0 0.40
H 4.5321 -1.8012 -7.2934 0.0 0.0 0.0 0.33
H 4.1397 -2.9763 -6.0610 0.0 0.0 0.0 0.42
H 2.0816 -2.1090 -7.2224 0.0 0.0 0.0 0.40
H 2.0670 -1.8383 -5.4828 0.0 0.1 0.0 0.35
H 2.6911 1.4253 -8.1910 0.0 0.0 0.0 0.35
H 2.0861 -0.1311 -8.7690 0.0 0.0 0.0 0.43
H 3.7735 0.0353 -8.3165 0.0 0.0 0.0 0.33
H 0.4573 -0.0437 -5.5516 0.0 0.0 0.0 0.37
H 0.3070 -0.2246 -7.3092 0.0 0.0 0.0 0.43
H 0.6941 1.3544 -6.6002 0.0 0.0 0.0 0.45
H 4.8460 2.2182 -4.2061 0.0 0.0 0.0 0.62
H 6.1038 0.9850 -4.0546 0.0 0.0 0.0 0.50
H 4.5402 0.7541 -3.2705 0.0 0.1 0.0 -0.06
C -6.7137 4.1612 -0.4876 0.0 0.0 0.0 -1.83
C -5.5731 3.1524 -0.7119 -0.1 0.2 0.1 2.06
C -5.4054 2.8063 -2.1990 0.1 0.0 -0.1 -1.34
C -6.5049 1.9057 -2.7568 0.0 0.0 0.0 -0.45
C -6.6721 0.6489 -1.9056 0.0 0.0 -0.1 -1.27
C -6.9166 0.9618 -0.4252 -0.3 0.0 0.2 2.18
N -5.8119 1.8720 0.0393 0.2 -0.3 -0.7 0.26
O -4.7285 1.2295 0.2674 0.0 0.1 0.3 -0.40
C -8.3051 1.5755 -0.2282 0.0 0.1 0.0 -1.93
C -6.8578 -0.3074 0.4168 0.0 -0.1 -0.1 -2.19
C -4.2805 3.7715 -0.1864 0.0 0.0 0.0 -2.10
H -7.2573 3.9463 0.4310 0.0 0.0 0.0 0.31
H -6.2940 5.1621 -0.3898 0.0 0.0 -0.1 0.50
H -7.4268 4.1850 -1.3117 0.0 0.0 0.0 0.32
H -4.4415 2.3039 -2.3208 0.0 0.0 0.1 0.39
H -5.3508 3.7431 -2.7610 0.0 0.0 0.0 0.37
H -7.4521 2.4488 -2.8294 0.0 0.0 0.0 0.30
H -6.2417 1.6174 -3.7769 0.0 0.0 0.0 0.38
H -7.5055 0.0417 -2.2705 0.0 0.0 0.0 0.45
H -5.7691 0.0366 -1.9827 0.0 0.0 0.1 0.32
H -8.4424 1.8903 0.8073 0.0 0.0 0.0 0.38
H -9.0471 0.8067 -0.4493 0.0 0.0 0.0 0.43
H -8.5108 2.4229 -0.8760 0.0 0.0 0.0 0.37
H -5.9210 -0.8414 0.2980 0.0 0.0 0.0 0.23
H -7.6733 -0.9687 0.1159 0.0 0.0 0.0 0.44
H -6.9755 -0.0776 1.4767 0.0 0.0 0.0 0.48
H -4.3531 3.9636 0.8851 0.0 0.0 0.0 0.46
H -4.1223 4.7212 -0.7010 0.0 0.0 0.0 0.49
H -3.4220 3.1297 -0.3610 0.0 0.0 0.0 0.41
```
Forces are in eV/Å.

Output
strongest force on any atom: 0.82 eV/A
HOMO (alpha / beta): -4.41 / -4.41 eV
<S²>: 3.762
2S+1: 4
calculated total energy: -6792.38533 hartree
net charge: -1
frontier orbital gap (alpha / beta): 6.68 / 6.67 eV

***

Density functional theory data (wB97M-V/def2-TZVPD) for a 9-piece molecular cluster, C42H91N5O22 overall.

```
160
Properties=species:S:1:pos:R:3:forces:R:3:mulliken_charge:R:1
C 6.5994 -4.7392 -9.0060 -0.4 0.6 -0.2 -0.69
O 6.3059 -3.9403 -7.8796 0.3 0.1 0.1 -0.36
C 5.0735 -4.2290 -7.2726 -0.4 -1.0 0.3 -0.54
C 4.5101 -2.9853 -6.6273 -0.1 0.3 0.1 -0.38
N 3.0881 -3.1000 -6.2771 0.6 0.1 -0.2 -0.34
C 2.8111 -4.0389 -5.2044 -0.5 -0.3 0.6 -0.99
C 3.1244 -3.4870 -3.8057 0.2 -0.2 -1.2 -0.18
O 2.2697 -2.3656 -3.6729 0.1 -0.6 0.8 -0.43
C 2.4850 -1.6654 -2.4869 0.1 2.6 -0.2 -0.53
H 7.6777 -4.7525 -9.1399 0.1 -0.2 0.1 0.24
H 6.1654 -4.2516 -9.8890 0.0 -0.3 -0.1 0.28
H 6.1746 -5.7399 -8.9132 0.2 -0.1 0.0 0.32
H 5.2097 -5.0143 -6.5092 0.2 0.1 0.0 0.26
H 4.3683 -4.7064 -7.9680 -0.1 0.6 -0.2 0.42
H 4.6048 -2.1494 -7.3237 0.0 -0.1 -0.1 0.36
H 5.1364 -2.7340 -5.7567 0.1 0.0 -0.1 0.17
H 2.8235 -2.1754 -5.9547 -0.4 -0.1 0.0 0.30
H 3.2924 -5.0018 -5.3818 0.3 0.2 0.0 0.39
H 1.7450 -4.2859 -5.2049 0.0 0.2 -0.1 0.35
H 4.1742 -3.1656 -3.7914 0.0 0.0 0.3 0.25
H 2.9712 -4.2564 -3.0447 -0.2 0.1 0.2 0.38
H 1.8530 -0.7647 -2.5382 -0.5 -0.5 0.1 0.13
H 3.4510 -1.1311 -2.4859 0.4 -0.8 0.1 0.39
H 2.3109 -2.1188 -1.5095 0.0 -0.7 -0.3 0.13
C 5.1202 -2.2352 0.2399 -0.3 0.4 -1.0 -0.18
O 6.4658 -1.8068 0.2723 -0.2 -0.4 0.2 -0.45
C 6.9279 -1.4360 1.5516 1.0 1.1 0.2 -0.58
C 6.1578 -0.3153 2.2368 -1.7 0.4 -0.4 -0.73
N 4.9275 -0.7462 2.9120 0.6 0.0 -0.5 0.54
C 5.1219 -1.1573 4.2737 0.3 -0.8 0.0 -0.84
C 3.8381 -1.2119 5.0695 0.3 0.4 0.4 -0.27
O 3.3035 0.0983 5.1304 0.2 0.6 0.4 -0.42
C 1.9164 0.2837 4.9923 0.1 -0.7 -0.8 -0.34
H 4.8831 -3.0709 0.9013 0.1 0.2 0.4 0.31
H 4.9039 -2.5809 -0.7760 0.3 0.0 0.0 0.25
H 4.4824 -1.3584 0.3806 -0.3 -0.3 0.4 -0.09
H 7.8891 -0.9535 1.3307 0.2 -0.5 0.1 0.30
H 7.0854 -2.2981 2.2078 -0.1 -0.1 0.0 0.35
H 5.8709 0.3832 1.4393 -0.1 -0.2 0.0 0.13
H 6.7221 0.3397 2.9118 0.6 -0.5 0.1 0.62
H 4.1494 -0.1374 2.7135 0.0 0.1 0.5 -0.18
H 5.8906 -0.6145 4.8542 -0.3 0.7 -0.3 0.38
H 5.5783 -2.1613 4.2563 -0.4 -0.1 0.1 0.32
H 4.1362 -1.4685 6.0931 -0.4 -0.5 0.0 0.40
H 3.1122 -1.9183 4.6580 0.0 0.0 0.0 0.00
H 1.2845 -0.2152 5.7379 0.3 0.0 0.2 0.37
H 1.6444 -0.1115 4.0026 -0.4 0.2 0.1 0.03
H 1.7487 1.3570 5.0395 -0.1 0.0 0.0 0.22
C -0.8237 4.7767 1.5505 0.3 0.8 0.9 -0.80
O -0.2275 3.5163 1.7201 0.4 -0.1 -0.8 0.27
C -0.1355 3.0355 3.0480 -0.8 -0.1 0.7 -0.89
C -1.2111 1.9876 3.2878 1.2 -1.2 -1.0 -0.28
N -2.5137 2.6003 3.4102 -0.3 -0.3 0.0 -0.13
C -3.6169 1.6672 3.6588 0.2 0.8 0.6 0.41
C -4.8454 2.4015 4.1723 -0.9 -0.7 -0.6 -1.16
O -5.6496 2.9765 3.1442 0.2 0.3 0.0 -0.36
C -5.1253 4.1153 2.5136 0.1 0.1 -1.1 -0.20
H -1.9003 4.7758 1.7423 -0.1 -0.1 -0.1 0.06
H -0.6236 5.2061 0.5693 0.0 -0.5 -0.2 0.18
H -0.3746 5.4822 2.2661 -0.2 0.0 0.0 0.41
H -0.3195 3.8377 3.7740 0.2 0.1 -0.1 0.49
H 0.8543 2.6241 3.2482 0.1 0.0 -0.4 0.19
H -0.8792 1.2905 4.0684 -0.6 0.7 0.8 0.59
H -1.1405 1.2589 2.4518 -0.2 0.4 -0.3 -0.08
H -2.7058 3.0539 2.5250 0.1 0.2 0.1 -0.17
H -3.2817 1.0023 4.4590 -0.1 -0.2 -0.1 0.54
H -3.9352 1.0797 2.7868 0.2 -0.1 0.0 -0.18
H -4.6305 3.1397 4.9460 0.2 0.0 0.0 0.40
H -5.5345 1.6406 4.5504 0.2 0.1 0.4 0.36
H -4.5931 4.8076 3.1701 -0.2 -0.1 0.2 0.34
H -5.9396 4.6139 1.9825 -0.2 0.2 0.5 0.35
H -4.4583 3.8745 1.6659 0.2 -0.2 0.4 -0.29
C 1.6330 -3.3962 2.1286 0.3 0.1 -0.7 0.19
O 2.0687 -4.7481 2.2032 -0.1 0.2 0.4 -0.40
C 1.0433 -5.6380 2.6002 0.4 0.3 0.3 -0.20
C 0.7281 -5.6083 4.0975 -0.5 -0.1 0.3 -0.94
N -0.2542 -4.6540 4.5918 -0.4 -0.1 0.6 -0.28
C -1.6152 -4.8021 4.1013 0.5 0.2 -0.8 -0.04
C -2.5157 -3.8056 4.7768 -0.3 0.6 1.0 -1.13
O -2.3597 -2.4809 4.2555 0.2 -0.1 -0.2 -0.26
C -3.4905 -2.0368 3.5578 -0.5 0.0 -0.2 -0.14
H 1.5542 -3.1129 1.0724 -0.2 0.0 0.1 -0.06
H 2.3774 -2.7141 2.5413 0.0 -0.2 0.2 -0.19
H 0.6714 -3.2392 2.6153 0.0 0.1 0.0 0.05
H 1.4216 -6.6338 2.3681 -0.1 0.0 -0.2 0.33
H 0.1380 -5.4130 2.0249 0.0 -0.3 -0.1 0.24
H 1.6225 -5.4933 4.7127 0.2 0.0 -0.3 0.36
H 0.3299 -6.5987 4.3551 0.0 0.0 0.0 0.42
H 0.0073 -3.6822 4.4977 0.3 -0.1 0.0 0.17
H -2.0066 -5.8135 4.2343 0.3 -0.1 0.3 0.48
H -1.6078 -4.6241 3.0128 -0.6 0.0 0.0 0.12
H -2.2586 -3.7214 5.8394 0.3 -0.2 -0.1 0.38
H -3.5694 -4.1011 4.8057 0.0 0.0 -0.5 0.50
H -4.2784 -1.7023 4.2463 0.0 -0.1 0.0 0.30
H -3.8942 -2.8369 2.9284 -0.1 0.1 -0.1 0.47
H -3.2685 -1.1830 2.9164 0.4 -0.1 0.1 -0.51
C -2.9475 3.0418 -1.8375 -0.7 -0.4 0.2 -0.32
O -4.0056 2.0967 -1.7883 0.1 -0.8 -0.5 -0.50
C -4.8675 2.2402 -0.6975 -0.2 0.9 0.6 0.13
C -6.0826 1.3459 -0.8119 1.4 -1.5 -0.3 -0.58
N -6.5983 1.3815 -2.1414 -1.4 1.4 -0.4 -0.24
C -7.7111 0.5259 -2.4603 1.1 -2.0 0.5 -0.69
C -8.9361 0.7234 -1.6100 -0.5 0.7 0.2 -0.35
O -9.8980 -0.2129 -2.0418 0.3 0.1 0.2 -0.32
C -11.0648 -0.1879 -1.2639 -0.2 -0.2 0.1 -0.73
H -2.2898 2.7120 -2.6362 0.1 0.1 0.0 0.34
H -2.4223 3.0278 -0.8779 0.1 0.3 -0.1 -0.18
H -3.3664 4.0246 -2.0670 0.3 0.1 0.1 0.48
H -5.1758 3.2960 -0.6457 -0.1 -0.1 0.1 0.69
H -4.3673 1.9747 0.2492 0.1 0.2 0.0 -0.30
H -6.7719 1.5492 0.0059 -0.3 0.5 -0.3 0.47
H -5.7178 0.3162 -0.5837 -0.2 0.1 0.1 -0.20
H -5.8959 1.4470 -2.8565 0.2 -0.1 0.1 0.27
H -7.4094 -0.5284 -2.2467 -0.1 0.1 0.2 0.20
H -7.9145 0.4175 -3.5248 -0.2 0.9 -0.1 0.45
H -9.3291 1.7538 -1.6299 0.0 -0.1 -0.4 0.35
H -8.7046 0.5761 -0.5436 0.1 -0.3 -0.1 0.25
H -10.8591 -0.1418 -0.1876 0.2 0.1 0.0 0.31
H -11.5844 -1.1281 -1.4431 -0.2 0.1 -0.1 0.25
H -11.7002 0.6610 -1.5348 -0.1 0.0 0.0 0.28
O 5.4409 2.9125 0.2824 0.2 -0.6 0.0 -0.52
C 4.7670 3.8768 0.2548 0.2 0.5 -0.3 0.47
O 3.7141 4.0606 -0.5995 -0.2 0.0 -0.3 -0.08
C 3.2749 5.3941 -0.5044 -0.2 2.1 0.5 -0.17
C 3.7982 5.8133 0.8716 -0.5 -0.8 0.1 -0.37
O 4.9661 4.9886 0.9909 -0.3 0.1 0.3 -0.37
H 3.6544 6.0875 -1.2679 0.6 -0.6 -0.2 0.36
H 2.1980 5.5554 -0.5747 -0.1 -0.9 0.2 0.18
H 3.0583 5.4910 1.6123 0.2 0.1 0.2 0.12
H 4.0552 6.8491 1.0541 0.1 0.1 -0.3 0.36
O 1.6522 -0.4473 1.5367 0.2 -0.2 0.1 -0.40
C 1.3738 0.2646 0.6269 -0.4 0.6 0.0 0.45
O 2.2015 1.1310 0.0332 0.3 -0.5 -0.4 -0.39
C 1.5124 1.8763 -0.9925 -0.5 0.4 2.0 -0.22
C 0.0332 1.3950 -0.8162 2.0 0.9 -2.7 0.53
O 0.1242 0.3508 0.1003 -0.5 -0.2 0.6 0.06
H 1.5099 2.8890 -0.5994 0.5 0.2 -0.6 0.08
H 2.0213 1.7917 -1.9438 -0.1 -0.3 -0.1 0.30
H -0.2730 1.0677 -1.8117 -0.6 -0.5 0.4 0.35
H -0.4692 2.3242 -0.5707 -0.8 -0.6 0.9 -0.74
O -1.3721 -3.0292 -2.9107 0.1 -0.1 -0.1 -0.55
C -2.0884 -2.3668 -2.2411 -0.2 0.1 0.4 0.41
O -1.6980 -1.2890 -1.5166 0.1 -0.2 0.0 -0.14
C -2.7794 -0.8406 -0.7098 0.0 0.8 0.7 1.06
C -3.9916 -1.4683 -1.3743 0.2 0.2 -0.3 -0.14
O -3.4152 -2.5857 -2.0638 0.0 -0.1 0.0 -0.38
H -2.6718 -1.1081 0.3482 0.3 -0.6 -0.2 -0.35
H -2.7454 0.2493 -0.6744 -0.3 0.0 -0.5 -0.41
H -4.4361 -0.8089 -2.1224 -0.1 0.0 0.1 0.02
H -4.7385 -1.8137 -0.6666 0.0 -0.1 -0.1 0.37
O -0.6534 5.3694 -2.5648 -0.2 0.1 -0.2 -0.50
C 0.3832 5.2342 -3.1295 0.5 0.4 0.9 0.50
O 0.9548 6.1150 -3.9789 -0.3 -0.3 -0.3 -0.39
C 1.9903 5.4087 -4.6575 0.9 -0.1 -0.8 -0.50
C 2.4429 4.3675 -3.6344 -0.8 0.1 -0.9 -0.17
O 1.2301 4.2123 -2.8775 0.2 -0.2 0.2 0.05
H 1.6290 4.9638 -5.5885 -0.4 -0.1 0.2 0.26
H 2.7840 6.0822 -4.9776 -0.1 0.2 0.4 0.35
H 3.2879 4.7301 -3.0589 -0.2 -0.2 0.4 0.11
H 2.6431 3.4021 -4.0885 0.3 0.0 0.0 0.34
```
Forces are in eV/Å.

Output
strongest force on any atom: 3.50 eV/A
HOMO: -7.84 eV
calculated total energy: -3583.67675 hartree
frontier orbital gap: 7.90 eV